Here is 9 unconnected molecules or ions with the total composition C16H47N22O14P2 in a non-equilibrium geometry from the OMol25 dataset. Energies are from ωB97M-V/def2-TZVPD.

Results
E_tot (Eh): -3578.4668
Highest occupied orbital energy (eV): -10.86
LUMO (eV): -4.823
Net charge: +1
Gap between HOMO and LUMO (eV): 6.04

Element x y z (Å)
C (1.096, -3.702, -4.991)
C (-0.298, -3.474, -4.271)
N (-0.989, -2.220, -4.767)
C (-1.153, -1.397, -3.622)
N (-0.353, -0.304, -3.554)
N (-0.495, 0.460, -2.520)
O (0.355, 1.562, -2.525)
C (-0.116, 2.415, -3.506)
N (-0.668, 3.270, -4.017)
C (-1.279, 0.388, -1.418)
P (-1.219, 1.723, -0.097)
N (0.056, 1.412, 0.771)
O (-2.621, 1.754, 0.793)
O (-1.150, 3.244, -0.777)
C (-2.180, -0.807, -1.331)
C (-3.076, -1.021, -0.081)
O (-3.338, -2.362, 0.259)
O (-2.214, -2.992, 0.756)
C (-2.100, -1.679, -2.502)
P (-3.214, -3.204, -2.608)
N (-4.787, -2.534, -2.156)
O (-3.425, -3.697, -4.193)
H (1.644, -2.760, -5.224)
H (0.912, -4.315, -5.906)
H (1.703, -4.328, -4.286)
H (-0.972, -4.360, -4.419)
H (-0.110, -3.413, -3.159)
H (-0.344, -1.767, -5.420)
H (0.653, 2.242, 0.678)
H (-2.358, 1.326, 1.648)
H (-0.295, 3.662, -0.568)
H (-4.038, -0.438, -0.092)
H (-2.498, -0.595, 0.794)
H (-2.408, -3.952, 0.727)
H (-5.252, -3.303, -1.654)
H (-5.340, -2.456, -3.024)
H (-3.790, -2.988, -4.757)
C (4.830, -3.159, -4.934)
O (3.766, -3.737, -5.134)
N (4.986, -2.225, -3.964)
N (5.947, -3.409, -5.672)
H (5.846, -1.741, -3.785)
H (4.185, -2.013, -3.399)
H (5.871, -4.097, -6.401)
H (6.826, -2.949, -5.526)
C (-2.132, 1.022, 4.844)
O (-1.887, 0.210, 3.955)
N (-1.863, 2.347, 4.724)
N (-2.693, 0.660, 6.025)
H (-2.058, 3.024, 5.444)
H (-1.444, 2.656, 3.864)
H (-2.907, -0.315, 6.153)
H (-2.901, 1.308, 6.765)
C (-5.857, -1.384, 3.397)
O (-6.898, -2.003, 3.200)
N (-5.748, -0.421, 4.345)
N (-4.725, -1.614, 2.682)
H (-4.905, 0.095, 4.522)
H (-6.566, -0.224, 4.895)
H (-4.766, -2.322, 1.971)
H (-3.861, -1.120, 2.830)
C (-1.214, 4.953, 8.173)
O (-2.229, 4.332, 7.891)
N (-1.177, 5.871, 9.174)
N (-0.036, 4.779, 7.512)
H (-0.357, 6.392, 9.423)
H (-2.028, 6.027, 9.685)
H (-0.024, 4.107, 6.765)
H (0.806, 5.279, 7.730)
C (0.516, 7.103, -3.302)
O (1.244, 6.553, -2.488)
N (-0.353, 6.412, -4.088)
N (0.514, 8.451, -3.490)
H (-0.961, 6.838, -4.761)
H (-0.372, 5.414, -3.970)
H (1.144, 8.993, -2.926)
H (-0.075, 8.921, -4.152)
C (5.706, 0.119, -1.136)
O (5.856, -0.718, -2.025)
N (6.034, 1.420, -1.300)
N (5.199, -0.199, 0.084)
H (5.921, 2.118, -0.588)
H (6.418, 1.690, -2.192)
H (4.946, -1.159, 0.240)
H (5.069, 0.465, 0.824)
C (9.516, 0.239, -2.779)
O (8.964, 1.325, -2.673)
N (8.877, -0.933, -2.518)
N (10.815, 0.113, -3.167)
H (9.308, -1.836, -2.599)
H (7.912, -0.874, -2.227)
H (11.317, 0.959, -3.369)
H (11.286, -0.767, -3.261)
C (-5.301, -4.643, 5.483)
O (-4.850, -3.698, 6.113)
N (-5.023, -5.939, 5.808)
N (-6.115, -4.483, 4.407)
H (-5.381, -6.729, 5.306)
H (-4.423, -6.094, 6.599)
H (-6.343, -3.533, 4.138)
H (-6.494, -5.244, 3.876)



Here is 7 unconnected molecules or ions with the total composition C16H47N4O6 in a non-equilibrium geometry from the OMol25 dataset. Energies are from ωB97M-V/def2-TZVPD.

Results
E_tot (Eh): -1307.8289
Highest occupied orbital energy (eV): -11.92
LUMO (eV): -5.043
Net charge: +1
Gap between HOMO and LUMO (eV): 6.88

Element x y z (Å)
N (3.171, 3.300, -0.066)
C (1.727, 2.910, -0.401)
N (1.245, 1.756, 0.468)
C (2.041, 0.813, 1.070)
N (2.209, -0.481, 0.306)
C (3.620, -0.960, 0.708)
C (4.125, 0.074, 1.911)
N (2.846, 0.814, 2.351)
H (3.180, 4.329, 0.202)
H (3.665, 3.274, -0.995)
H (1.708, 2.612, -1.556)
H (1.017, 3.864, -0.327)
H (0.191, 1.661, 0.561)
H (2.308, -0.096, -0.681)
H (4.172, -0.857, -0.345)
H (3.602, -2.067, 1.112)
H (4.639, -0.647, 2.677)
H (4.750, 0.983, 1.472)
H (2.478, 0.140, 3.086)
C (0.445, -2.114, -2.513)
C (-0.168, -0.860, -3.101)
O (0.808, 0.168, -3.176)
H (0.843, -1.914, -1.512)
H (-0.296, -2.915, -2.444)
H (1.283, -2.460, -3.126)
H (-0.991, -0.505, -2.474)
H (-0.557, -1.048, -4.107)
H (1.531, -0.154, -3.742)
C (-3.575, 4.072, 0.344)
C (-2.164, 4.002, 0.891)
O (-1.463, 2.925, 0.286)
H (-4.109, 3.135, 0.534)
H (-4.131, 4.895, 0.804)
H (-3.563, 4.218, -0.741)
H (-2.181, 3.834, 1.972)
H (-1.620, 4.930, 0.693)
H (-1.447, 3.087, -0.673)
C (-0.726, -6.801, -1.903)
C (-1.340, -5.685, -2.722)
O (-0.351, -5.088, -3.547)
H (0.087, -6.417, -1.279)
H (-1.476, -7.268, -1.258)
H (-0.294, -7.567, -2.554)
H (-1.752, -4.911, -2.068)
H (-2.146, -6.063, -3.359)
H (0.003, -5.781, -4.130)
C (-0.041, 6.249, 4.466)
C (-0.126, 6.050, 2.967)
O (-1.252, 6.743, 2.449)
H (-0.951, 5.885, 4.954)
H (0.819, 5.717, 4.882)
H (0.049, 7.312, 4.711)
H (-0.239, 4.988, 2.727)
H (0.774, 6.422, 2.470)
H (-1.139, 7.685, 2.659)
C (3.556, -6.338, -3.515)
C (3.049, -7.765, -3.485)
O (1.974, -7.916, -4.400)
H (2.754, -5.639, -3.256)
H (4.383, -6.203, -2.812)
H (3.900, -6.070, -4.519)
H (2.686, -8.022, -2.486)
H (3.842, -8.469, -3.756)
H (2.309, -7.694, -5.286)
C (-5.414, 2.779, 4.276)
C (-5.959, 1.460, 3.767)
O (-5.321, 1.110, 2.548)
H (-5.575, 3.572, 3.538)
H (-5.899, 3.065, 5.213)
H (-4.334, 2.713, 4.443)
H (-7.034, 1.536, 3.581)
H (-5.790, 0.660, 4.494)
H (-4.367, 1.037, 2.726)



Here is 8 unconnected molecules or ions with the total composition C16H47NO17S4 in a non-equilibrium geometry from the OMol25 dataset. Energies are from ωB97M-V/def2-TZVPD.

Results
E_tot (Eh): -3564.1024
Highest occupied orbital energy (alpha / beta) (eV): -0.33 / -3.95
LUMO (alpha / beta) (eV): 1.749 / 1.733
Energy above the lowest of the compared OMol25 structures with the same formula, charge and spin (kcal per mole): 13.9
Net charge: -1
Gap between HOMO and LUMO (alpha / beta) (eV): 2.08 / 5.68
2S+1: 2

Element x y z (Å)
C (1.079, 6.495, 18.021)
O (1.190, 6.068, 16.630)
H (0.182, 6.132, 18.523)
H (1.961, 6.126, 18.545)
H (0.951, 7.577, 18.052)
H (0.791, 5.196, 16.582)
C (-2.252, 7.759, 19.734)
O (-3.323, 7.485, 18.793)
H (-1.309, 7.993, 19.240)
H (-2.537, 8.641, 20.308)
H (-2.109, 6.923, 20.419)
H (-2.964, 6.850, 18.169)
C (-1.170, 11.941, 20.142)
O (-0.535, 11.634, 21.373)
H (-1.700, 11.068, 19.759)
H (-1.622, 12.932, 20.118)
H (-0.331, 12.014, 19.450)
H (0.045, 12.396, 21.440)
O (-4.430, 11.472, 19.785)
S (-4.865, 10.700, 20.948)
O (-3.898, 10.191, 21.953)
O (-6.031, 11.548, 21.699)
C (-6.880, 12.372, 20.899)
C (-8.339, 12.172, 21.289)
C (-5.902, 9.225, 20.297)
H (-6.863, 12.146, 19.833)
H (-6.607, 13.427, 20.936)
H (-9.008, 12.683, 20.597)
H (-8.534, 12.470, 22.319)
H (-8.601, 11.123, 21.146)
H (-6.522, 8.939, 21.147)
H (-5.324, 8.359, 19.974)
H (-6.543, 9.543, 19.474)
O (-0.618, 9.075, 25.627)
S (-1.890, 8.479, 25.184)
O (-2.340, 7.159, 25.726)
O (-3.185, 9.550, 25.467)
C (-2.954, 10.930, 25.135)
C (-4.263, 11.665, 25.203)
C (-1.889, 8.427, 23.306)
H (-2.572, 11.144, 24.137)
H (-2.304, 11.522, 25.780)
H (-4.868, 11.431, 26.079)
H (-4.950, 11.366, 24.410)
H (-4.135, 12.747, 25.173)
H (-2.923, 8.260, 23.008)
H (-1.269, 7.590, 22.985)
H (-1.516, 9.324, 22.811)
O (-2.264, 5.246, 17.363)
S (-1.984, 4.066, 16.547)
O (-2.741, 3.781, 15.351)
O (-0.320, 4.075, 16.276)
C (0.158, 3.378, 15.149)
C (0.391, 4.235, 13.925)
C (-2.144, 2.574, 17.680)
H (-0.412, 2.462, 14.988)
H (1.129, 3.047, 15.518)
H (0.727, 5.242, 14.173)
H (-0.583, 4.275, 13.438)
H (1.105, 3.804, 13.224)
H (-1.470, 2.587, 18.537)
H (-1.830, 1.805, 16.974)
H (-3.192, 2.430, 17.941)
O (-3.835, 3.101, 23.368)
S (-4.712, 3.687, 22.353)
O (-6.101, 3.281, 22.159)
O (-4.570, 5.340, 22.611)
C (-4.941, 5.902, 23.879)
C (-6.321, 5.427, 24.412)
C (-3.801, 3.690, 20.737)
H (-4.869, 6.986, 23.792)
H (-4.221, 5.591, 24.636)
H (-6.512, 5.591, 25.472)
H (-6.463, 4.347, 24.366)
H (-7.119, 5.787, 23.762)
H (-3.382, 2.691, 20.616)
H (-2.981, 4.408, 20.726)
H (-4.420, 3.985, 19.890)
C (-6.031, 6.510, 16.958)
N (-5.399, 7.721, 16.334)
O (-4.375, 7.566, 15.647)
O (-6.084, 8.755, 16.390)
H (-5.306, 5.829, 17.405)
H (-6.496, 5.955, 16.143)
H (-6.713, 6.844, 17.740)



What did the second record say?
Here is 7 unconnected molecules or ions with the total composition C16H47N4O6 in a non-equilibrium geometry from the OMol25 dataset. Energies are from ωB97M-V/def2-TZVPD.

Results
E_tot (Eh): -1307.8289
Highest occupied orbital energy (eV): -11.92
LUMO (eV): -5.043
Net charge: +1
Gap between HOMO and LUMO (eV): 6.88

Element x y z (Å)
N (3.171, 3.300, -0.066)
C (1.727, 2.910, -0.401)
N (1.245, 1.756, 0.468)
C (2.041, 0.813, 1.070)
N (2.209, -0.481, 0.306)
C (3.620, -0.960, 0.708)
C (4.125, 0.074, 1.911)
N (2.846, 0.814, 2.351)
H (3.180, 4.329, 0.202)
H (3.665, 3.274, -0.995)
H (1.708, 2.612, -1.556)
H (1.017, 3.864, -0.327)
H (0.191, 1.661, 0.561)
H (2.308, -0.096, -0.681)
H (4.172, -0.857, -0.345)
H (3.602, -2.067, 1.112)
H (4.639, -0.647, 2.677)
H (4.750, 0.983, 1.472)
H (2.478, 0.140, 3.086)
C (0.445, -2.114, -2.513)
C (-0.168, -0.860, -3.101)
O (0.808, 0.168, -3.176)
H (0.843, -1.914, -1.512)
H (-0.296, -2.915, -2.444)
H (1.283, -2.460, -3.126)
H (-0.991, -0.505, -2.474)
H (-0.557, -1.048, -4.107)
H (1.531, -0.154, -3.742)
C (-3.575, 4.072, 0.344)
C (-2.164, 4.002, 0.891)
O (-1.463, 2.925, 0.286)
H (-4.109, 3.135, 0.534)
H (-4.131, 4.895, 0.804)
H (-3.563, 4.218, -0.741)
H (-2.181, 3.834, 1.972)
H (-1.620, 4.930, 0.693)
H (-1.447, 3.087, -0.673)
C (-0.726, -6.801, -1.903)
C (-1.340, -5.685, -2.722)
O (-0.351, -5.088, -3.547)
H (0.087, -6.417, -1.279)
H (-1.476, -7.268, -1.258)
H (-0.294, -7.567, -2.554)
H (-1.752, -4.911, -2.068)
H (-2.146, -6.063, -3.359)
H (0.003, -5.781, -4.130)
C (-0.041, 6.249, 4.466)
C (-0.126, 6.050, 2.967)
O (-1.252, 6.743, 2.449)
H (-0.951, 5.885, 4.954)
H (0.819, 5.717, 4.882)
H (0.049, 7.312, 4.711)
H (-0.239, 4.988, 2.727)
H (0.774, 6.422, 2.470)
H (-1.139, 7.685, 2.659)
C (3.556, -6.338, -3.515)
C (3.049, -7.765, -3.485)
O (1.974, -7.916, -4.400)
H (2.754, -5.639, -3.256)
H (4.383, -6.203, -2.812)
H (3.900, -6.070, -4.519)
H (2.686, -8.022, -2.486)
H (3.842, -8.469, -3.756)
H (2.309, -7.694, -5.286)
C (-5.414, 2.779, 4.276)
C (-5.959, 1.460, 3.767)
O (-5.321, 1.110, 2.548)
H (-5.575, 3.572, 3.538)
H (-5.899, 3.065, 5.213)
H (-4.334, 2.713, 4.443)
H (-7.034, 1.536, 3.581)
H (-5.790, 0.660, 4.494)
H (-4.367, 1.037, 2.726)



> Which of these has the lowest net charge?

C16H47NO17S4



> Which of these has the highest E_tot?

C16H47N4O6